C50H43CuN6O3 as an isolated structure. Source: the OMol25 dataset; level of theory: ωB97M-V/def2-TZVPD.

```
103
Properties=species:S:1:pos:R:3:forces:R:3
Cu 1.0759 0.5357 0.1104 -0.2 0.1 0.3
C -3.8845 -0.8937 2.0946 0.0 0.0 0.0
O -3.3734 -1.6315 3.2119 -0.1 -0.1 0.0
C -3.2899 -2.9886 3.0756 0.0 0.0 0.0
C -3.9340 -3.7524 4.0422 0.0 0.1 0.0
C -3.9043 -5.1351 4.0107 0.0 -0.1 -0.1
C -3.2184 -5.7714 2.9835 0.0 0.0 0.0
C -2.5455 -5.0188 2.0383 0.0 0.0 0.0
C -2.5384 -3.6207 2.0667 -0.1 0.0 0.1
N -1.8714 -2.9382 1.0526 0.0 0.0 -0.2
C -0.9315 -1.8855 1.1151 0.3 -0.1 0.0
N -0.6946 -1.4084 2.3551 0.1 0.1 0.0
C 0.3894 -0.6151 2.8628 -0.2 -0.2 -0.1
C 1.3039 0.0885 2.0745 0.5 0.1 -0.1
C 2.2843 0.7734 2.8294 0.0 0.0 0.1
C 2.3372 0.8009 4.2182 0.0 -0.1 0.0
C 1.4017 0.0821 4.9564 0.0 0.1 -0.1
C 0.4414 -0.6255 4.2608 0.0 0.0 0.1
O -0.5036 -1.3802 4.9775 0.0 0.0 0.0
C -0.0630 -2.7063 5.2004 0.0 0.0 0.0
N -0.3061 -1.5002 0.0674 -0.3 0.2 -0.1
C -0.5151 -1.9886 -1.2183 0.1 -0.1 0.1
C 0.6033 -2.4541 -1.9117 0.0 -0.1 0.0
C 0.5274 -2.8821 -3.2280 0.0 0.0 0.0
C -0.6793 -2.8252 -3.9031 0.0 0.0 0.0
C -1.8057 -2.3265 -3.2569 0.0 0.0 0.1
C -1.7310 -1.9044 -1.9325 0.0 0.1 0.0
O -2.7915 -1.3415 -1.2703 0.0 -0.1 0.2
C -3.9911 -1.1569 -1.9786 0.0 0.0 0.0
H -3.7859 0.1552 2.3593 0.0 0.0 0.0
H -4.9393 -1.1464 1.9468 0.0 0.0 0.0
H -3.3263 -1.0829 1.1808 0.0 0.0 0.0
H -4.4749 -3.2166 4.8122 0.0 0.0 0.0
H -4.4169 -5.7083 4.7727 0.0 0.0 0.0
H -3.1888 -6.8524 2.9278 0.0 0.0 0.0
H -1.9817 -5.5101 1.2531 0.0 0.0 0.0
H -1.7818 -3.4496 0.1875 0.0 0.0 0.0
H -1.3414 -1.6808 3.0770 0.1 0.1 0.0
H 3.0373 1.3433 2.2914 0.0 0.0 0.0
H 3.1010 1.3798 4.7296 0.0 0.0 0.0
H 1.3902 0.0763 6.0403 0.0 0.0 0.0
H 0.7221 -2.7363 5.9641 0.0 0.0 0.0
H 0.3314 -3.1479 4.2794 0.0 0.0 0.0
H -0.9213 -3.2898 5.5385 0.0 0.0 0.0
H 1.5511 -2.4157 -1.3875 0.0 0.0 0.0
H 1.4207 -3.2274 -3.7331 0.0 0.0 0.0
H -0.7477 -3.1278 -4.9408 0.0 0.0 0.0
H -2.7332 -2.2426 -3.8045 0.0 0.0 0.0
H -4.6719 -0.6493 -1.2978 0.0 0.0 0.0
H -4.4293 -2.1135 -2.2853 0.0 0.0 0.0
H -3.8474 -0.5323 -2.8650 0.0 0.0 0.0
C -4.3162 4.8448 -1.9397 0.0 0.0 0.0
C -3.2788 5.2596 -1.1086 0.0 0.0 0.0
C -2.3761 4.3518 -0.5790 0.0 0.0 0.0
C -2.4729 2.9783 -0.8595 0.0 0.0 0.1
C -3.5216 2.5846 -1.7042 0.0 0.0 0.0
C -4.4264 3.4920 -2.2351 0.0 0.0 0.0
C -1.5403 1.9501 -0.3569 0.0 0.2 0.0
C -0.4022 2.0912 0.3433 -0.4 -0.1 -0.2
C 0.1238 3.2403 1.0023 0.1 0.1 0.1
C 1.2917 3.8980 0.5419 -0.1 0.0 0.0
C 1.8699 4.9288 1.2596 0.0 0.0 0.0
C 1.3440 5.3510 2.4800 0.0 0.0 0.0
C 0.2083 4.7008 2.9603 0.0 0.0 0.0
C -0.3905 3.6789 2.2470 0.1 -0.1 0.0
H -5.0159 5.5614 -2.3539 0.0 0.0 0.0
H -3.1691 6.3129 -0.8726 0.0 0.0 0.0
H -1.5766 4.7007 0.0586 0.0 0.0 0.0
H -3.6030 1.5304 -1.9526 0.0 0.1 0.0
H -5.2186 3.1427 -2.8895 0.0 0.0 0.0
H -1.8088 0.9491 -0.7065 0.1 0.1 0.0
H 1.7287 3.5635 -0.3918 0.0 0.0 0.0
H 2.7627 5.4068 0.8668 0.0 0.0 0.0
H 1.8128 6.1472 3.0461 0.0 0.0 0.0
H -0.2179 4.9980 3.9140 0.0 0.0 0.0
H -1.2643 3.1762 2.6461 0.0 0.0 0.0
N 2.0080 0.0857 -9.7664 0.0 0.0 0.0
C 1.9472 0.1776 -8.6184 0.0 0.0 0.2
C 1.8720 0.2930 -7.1888 0.0 0.0 -0.2
C 2.6989 -0.4830 -6.3733 0.1 0.0 0.1
C 2.6287 -0.3684 -5.0014 0.0 0.0 0.0
C 1.7303 0.5260 -4.3789 0.0 -0.1 0.0
C 0.9047 1.2988 -5.2243 0.0 0.0 0.0
C 0.9744 1.1858 -6.5956 0.0 0.1 0.0
C 1.6474 0.6205 -2.9749 0.1 0.2 0.0
C 1.5464 0.7156 -1.7492 0.1 -0.3 0.0
H 3.3936 -1.1779 -6.8298 0.0 0.0 0.0
H 3.2645 -0.9738 -4.3682 0.0 0.0 0.0
H 0.2052 1.9843 -4.7647 0.0 0.0 0.0
H 0.3316 1.7870 -7.2272 0.0 0.0 0.0
N 7.5589 0.9850 1.2155 0.1 0.0 0.0
C 6.4230 0.3608 0.6815 0.0 0.0 0.0
C 5.7818 -0.6664 1.3638 0.0 0.0 0.0
C 4.6742 -1.2616 0.7799 0.0 0.1 0.0
N 4.1888 -0.9235 -0.4088 0.0 -0.2 0.0
C 4.7962 0.0716 -1.0465 0.0 0.0 0.0
C 5.9105 0.7339 -0.5560 0.0 0.0 0.0
H 7.5889 0.9727 2.2234 0.0 0.0 0.0
H 7.7106 1.9156 0.8578 0.0 0.0 0.0
H 6.1141 -0.9695 2.3500 0.0 0.0 0.0
H 4.1216 -2.0237 1.3193 0.0 0.0 0.0
H 4.3299 0.3828 -1.9756 0.0 0.0 0.0
H 6.3474 1.5570 -1.1102 0.0 0.0 0.0
```
Forces are in eV/Å.

Output
Strongest force on any atom (eV/Å): 0.49
Orbital gap (hartree): 0.141
Energy relative to the best compared isomer or geometry (same formula, charge and spin) (eV): 0.4229
HOMO level (eV): 0.13
Molar mass (g/mol): 839.48
Charge: -2

Atomic partial charges in e from the Löwdin method, atoms 1 to 4:
1. Cu 0.20
2. C -0.03
3. O -0.12
4. C -0.24